Below is a single C5H12O2 molecule, with properties calculated with ωB97M-V/def2-TZVPD.

Each line ends with the Mulliken charge.
Geometry (Å):
C: -0.81836 1.99989 -1.33436  -1.24
C: -0.60547 0.51732 -1.04343  -0.50
C: 0.61818 0.25145 -0.17251  -0.05
O: 0.40152 0.94839 1.06060  -0.59
C: 0.87239 -1.25241 0.06657  -0.64
C: 0.21497 -1.77989 1.34378  -0.50
O: -1.15416 -1.45781 1.44069  -0.55
H: -1.70842 2.15537 -1.95246  0.37
H: -0.94051 2.56398 -0.40544  0.29
H: 0.04041 2.42062 -1.87228  0.30
H: -0.47560 -0.03569 -1.98218  0.36
H: -1.48396 0.08473 -0.54991  0.30
H: 1.49371 0.69083 -0.67726  0.49
H: 1.22381 0.93761 1.56413  0.31
H: 1.95039 -1.45394 0.13087  0.31
H: 0.49691 -1.81496 -0.79658  0.33
H: 0.76179 -1.40218 2.22197  0.25
H: 0.28912 -2.87246 1.37066  0.39
H: -1.17673 -0.50086 1.58714  0.37

Computed properties:
* relative energy (zero: lowest compared OMol25 entry of this formula, charge and spin): 73.5 kJ/mol
* HOMO energy: -10.00 eV
* gap between HOMO and LUMO: 0.395 hartree
* total charge: 0
* structure (SMILES): CC[C@@H](O)CCO
* energy: -348.176826 Ha

***

Below is 2 unconnected molecules or ions with the total composition C5H12O2, with properties calculated with ωB97M-V/def2-TZVPD.

Each line ends with the Mulliken charge.
Geometry (Å):
C: 2.33407 0.35623 -1.57419  -0.71
O: 1.29049 0.71978 -0.69963  -0.47
C: 0.33948 -0.83208 1.04453  -0.62
C: -0.85903 -0.40178 0.64251  0.41
C: -1.83329 -1.28987 -0.08789  -1.31
C: -1.31966 0.99557 1.03953  -0.51
O: -0.27236 1.88312 1.34666  -0.55
H: 2.25658 -0.66581 -1.97572  0.27
H: 2.36846 1.06397 -2.40761  0.26
H: 3.28041 0.42413 -1.02286  0.24
H: 0.75869 -1.78398 0.72344  0.32
H: 0.98786 -0.18688 1.63064  0.29
H: 0.49046 0.16462 -0.73721  0.36
H: -2.42162 -0.76891 -0.85479  0.33
H: -2.53910 -1.68834 0.64924  0.33
H: -1.32776 -2.14124 -0.55948  0.33
H: -1.99270 1.41271 0.26723  0.26
H: -1.91761 0.89621 1.95349  0.33
H: 0.37665 1.84256 0.62211  0.43

Computed properties:
* relative energy (zero: lowest compared OMol25 entry of this formula, charge and spin): 212.3 kJ/mol
* HOMO energy: -9.19 eV
* gap between HOMO and LUMO: 0.367 hartree
* total charge: 0
* structure (SMILES): C=C(C)CO.CO
* energy: -348.123963 Ha

***

Below is 2 unconnected molecules or ions with the total composition C5H12O2S at a distorted geometry, with properties calculated with ωB97M-V/def2-TZVPD.

Each line ends with the Mulliken charge.
Geometry (Å):
O: 1.09068 -1.76916 -2.33208  -0.42
C: 2.09221 -1.13011 -2.24784  0.04
C: 1.92105 -0.12469 -1.08663  -0.52
C: 0.82332 -0.35359 -0.06352  -0.23
C: -0.47057 0.11542 -0.75229  -0.85
S: -1.94575 0.80922 0.10629  -0.12
C: -3.05618 -0.64344 0.69987  -0.91
H: 3.20273 -1.35132 -2.78423  0.26
H: 1.68237 1.00211 -1.39608  0.27
H: 2.89903 -0.22955 -0.40826  0.30
H: 0.95736 -1.44018 0.07975  0.29
H: 1.18298 0.18342 0.81325  0.12
H: -0.08969 0.89396 -1.19317  0.35
H: -0.93459 -0.54484 -1.38434  0.47
H: -2.96973 -0.65196 1.70186  0.32
H: -4.19697 -0.37715 0.72373  0.29
H: -2.93940 -1.52737 0.28948  0.34
H: -0.50733 2.66509 3.13880  0.33
H: 0.84616 2.03428 2.69210  0.31
O: 0.41234 2.43986 3.40336  -0.64

Computed properties:
* relative energy (zero: lowest compared OMol25 entry of this formula, charge and spin): 396.2 kJ/mol
* HOMO energy: -8.66 eV
* gap between HOMO and LUMO: 0.344 hartree
* total charge: 0
* structure (SMILES): CSCCCC=O.O
* energy: -746.239530 Ha

***

Below is 3 unconnected molecules or ions with the total composition C5H12O3 at a distorted geometry, with properties calculated with ωB97M-V/def2-TZVPD.

Each line ends with the Mulliken charge.
Geometry (Å):
C: 0.25826 -1.35666 -0.70330  0.22
C: -0.99961 0.91406 0.64888  0.12
C: -1.39735 -0.38211 0.50570  -0.89
C: 1.49416 0.73701 -0.81001  -0.82
C: -1.58737 2.05921 -0.10180  -1.18
O: 1.34759 -0.69958 -0.23487  -0.26
O: 1.58612 -2.41417 1.69038  -0.72
O: 0.18148 -2.57784 -0.45207  -0.60
H: 2.47882 -2.20634 1.39249  0.26
H: 0.95553 -2.74349 0.82828  0.42
H: -0.11611 -0.96038 -1.66095  0.43
H: -0.29710 1.16185 1.43650  0.41
H: -2.24221 -0.60915 -0.12703  0.32
H: -1.23191 -1.05582 1.33490  0.33
H: -2.17288 1.71749 -0.95263  0.33
H: 1.76511 1.40631 0.00351  0.27
H: 2.36567 0.57116 -1.44685  0.32
H: 0.68168 1.06937 -1.46130  0.37
H: -0.81511 2.75262 -0.44807  0.31
H: -2.25475 2.61646 0.55825  0.37

Computed properties:
* relative energy (zero: lowest compared OMol25 entry of this formula, charge and spin): 348.1 kJ/mol
* HOMO energy: -9.27 eV
* gap between HOMO and LUMO: 0.347 hartree
* total charge: 0
* structure (SMILES): COC=O.C=CC.O
* energy: -423.321275 Ha

***

Below is 3 unconnected molecules or ions with the total composition C5H12O3 at a distorted geometry, with properties calculated with ωB97M-V/def2-TZVPD.

Each line ends with the Mulliken charge.
Geometry (Å):
C: -1.84135 1.43691 1.36252  -1.38
C: 2.19438 0.50222 -1.21985  -1.24
C: 1.18513 -0.00094 -0.48792  0.80
O: 0.77037 -1.28735 -0.61744  -0.50
C: 0.23423 0.87397 0.17765  -0.30
C: -0.90358 0.45856 0.74223  0.27
H: -1.70960 1.40231 2.48464  0.27
H: -1.71564 2.49814 1.17498  0.36
H: -2.89505 1.15894 1.09106  0.31
H: 2.92351 -0.02548 -1.83137  0.27
H: 2.46748 1.53004 -1.16672  0.28
H: 1.57270 -1.86286 -0.74530  0.32
H: 0.39988 1.95910 0.04852  0.23
H: -1.30878 -0.55680 0.62146  0.40
H: 0.74190 -1.56946 1.17220  0.31
H: 0.37683 -2.66057 2.06088  0.29
O: 1.01928 -1.94160 2.03166  -0.69
H: -1.22731 -0.94964 -1.58279  0.33
H: -0.75604 -0.28675 -2.86566  0.32
O: -1.52833 -0.67876 -2.45075  -0.64

Computed properties:
* relative energy (zero: lowest compared OMol25 entry of this formula, charge and spin): 217.8 kJ/mol
* HOMO energy: -8.85 eV
* gap between HOMO and LUMO: 0.345 hartree
* total charge: 0
* structure (SMILES): C=C(O)/C=C/C.O.O
* energy: -423.370870 Ha

***

Below is a molecular structure, C5H12O3Pt at a distorted geometry, with properties calculated with ωB97M-V/def2-TZVPD.

Each line ends with the Mulliken charge.
Geometry (Å):
H: 0.02865 -2.39333 -2.81771  0.04
C: -2.59426 1.43404 -1.29457  -0.21
O: -1.63997 1.57424 -2.29951  -0.46
C: -1.94489 1.31528 0.08082  -0.56
O: -0.89327 0.33477 -0.03407  -0.36
C: -0.11783 0.13453 1.14354  -0.31
C: 0.89402 -0.94972 0.85191  -0.85
O: 2.09399 -0.31435 0.48121  -0.27
C: 3.21752 -1.17083 0.46694  -0.73
Pt: -0.10451 0.54318 -1.68512  0.96
H: -3.22423 0.53730 -1.45940  0.32
H: -3.27878 2.30083 -1.25047  0.36
H: -2.65235 0.97533 0.84995  0.34
H: -1.49293 2.27176 0.38929  0.31
H: -0.77923 -0.18696 1.95988  0.38
H: 0.31822 1.09131 1.46856  0.34
H: 0.69820 -1.70430 0.07030  0.38
H: 0.95762 -1.61025 1.72972  0.48
H: 4.03182 -0.60894 -0.00410  0.25
H: 3.43884 -1.50093 1.49393  0.30
H: 3.04338 -2.07294 -0.14108  0.32

Computed properties:
* relative energy (zero: lowest compared OMol25 entry of this formula, charge and spin): 58.2 kJ/mol
* HOMO energy (spin up / spin down): -13.31 / -13.90 eV
* gap between HOMO and LUMO (spin up / spin down): 0.310 / 0.265 hartree
* 2S+1: 4
* total charge: +1
* energy: -542.166654 Ha

***

Question: The highest relative energy (zero: lowest compared OMol25 entry of this formula, charge and spin) belongs to which entry?
Answer: C5H12O2S

***

Question: What is the energy in the third record?
Answer: -746.239530 Ha

***

Question: The highest energy belongs to which entry?
Answer: number 2